1.
ORCA calculation (ωB97M-V/def2-TZVPD) on a single C18H25N7O3 molecule.

Last column: natural (NBO) charge in e.
Cartesian coordinates (Å):
1 N 1.61041 4.08699 0.49595  -0.76
2 C 0.91507 2.98193 0.22138  0.47
3 N 1.34250 2.25527 -0.80301  -0.61
4 C 0.67425 1.13806 -1.09993  0.63
5 N -0.38927 0.66778 -0.45414  -0.64
6 C -0.85480 1.35643 0.58517  0.48
7 N -1.89210 0.84182 1.24534  -0.55
8 H -2.28299 1.42008 1.98684  0.44
9 C -2.61225 -0.33406 0.81152  -0.26
10 C -3.83684 0.05135 0.01896  0.05
11 C -3.69288 0.53107 -1.27730  -0.24
12 C -4.80123 0.92641 -2.00356  -0.19
13 C -6.06462 0.84561 -1.44127  -0.22
14 C -6.21435 0.37153 -0.14970  -0.20
15 C -5.10422 -0.02018 0.57889  -0.24
16 H -5.22456 -0.38618 1.58858  0.21
17 H -7.19727 0.30976 0.29360  0.21
18 H -6.93041 1.15349 -2.00863  0.21
19 H -4.68046 1.29814 -3.01056  0.21
20 H -2.70436 0.59589 -1.70798  0.22
21 H -2.89649 -0.90463 1.69940  0.21
22 H -1.93300 -0.92535 0.19367  0.24
23 C -0.22960 2.58614 0.99379  -0.18
24 N -0.70517 3.34992 2.04100  0.52
25 O -0.14177 4.40880 2.33533  -0.45
26 O -1.69798 2.97239 2.67402  -0.45
27 N 1.12388 0.45986 -2.16698  -0.57
28 H 1.97089 0.82002 -2.57842  0.41
29 C 0.65661 -0.83884 -2.57707  -0.22
30 H 0.64061 -0.86582 -3.67084  0.20
31 H -0.36209 -0.94999 -2.20297  0.22
32 C 1.53466 -1.97974 -2.04960  -0.42
33 C 1.40728 -2.18528 -0.53004  -0.22
34 N 2.70803 -2.15283 0.12173  -0.45
35 C 3.18777 -0.79736 0.33242  -0.26
36 C 4.59971 -0.84848 0.91433  -0.07
37 H 4.96266 0.15683 1.13450  0.19
38 O 4.63171 -1.55702 2.12987  -0.52
39 C 4.14122 -2.86357 1.94761  -0.07
40 C 2.71612 -2.85517 1.39375  -0.25
41 H 2.38518 -3.88373 1.23492  0.20
42 H 2.04604 -2.37382 2.12852  0.17
43 H 4.17216 -3.34290 2.92749  0.19
44 H 4.79177 -3.41174 1.24923  0.16
45 H 5.26978 -1.33041 0.18564  0.16
46 H 3.20958 -0.26503 -0.61878  0.20
47 H 2.52857 -0.24274 1.02551  0.17
48 H 0.73315 -1.42481 -0.10772  0.19
49 H 0.96563 -3.16404 -0.33211  0.20
50 H 1.25306 -2.89403 -2.57207  0.21
51 H 2.57926 -1.77675 -2.28957  0.21
52 H 2.39230 4.30938 -0.09361  0.41
53 H 1.29886 4.67958 1.25690  0.44

Energy relative to the best compared isomer or geometry (same formula, charge and spin) = 0.227 eV
SMILES = Nc1nc(NCCCN2CCOCC2)nc(NCc2ccccc2)c1[N+](=O)[O-]
Total charge = 0
Spin multiplicity = 1
E_tot = -35643.7056 eV
Kohn-Sham gap = 8.793 eV

2.
ORCA calculation (ωB97M-V/def2-TZVPD) on a molecular structure, C30H49BN7PmS.

Last column: Löwdin spin population.
Cartesian coordinates (Å):
1 Pm 1.64749 -1.04166 0.50055  4.04
2 C 3.87165 3.04032 1.02235  0.00
3 C 3.33741 2.15136 -0.09987  0.00
4 C 4.00554 2.46118 -1.43760  0.00
5 C 1.84308 2.23997 -0.20337  0.00
6 C 1.02249 3.28859 -0.56671  0.00
7 C -0.28152 2.79076 -0.49996  0.00
8 C -1.54452 3.53884 -0.80806  0.00
9 C -1.52592 4.03015 -2.25656  0.00
10 C -1.71089 4.70317 0.17153  0.00
11 N -0.22259 1.50655 -0.10828  0.00
12 N 1.09251 1.16208 0.07655  -0.01
13 B -1.35385 0.44383 0.07646  0.00
14 N -1.29208 -0.17242 1.50470  0.00
15 N -0.17616 -0.84836 1.94646  -0.01
16 C -0.43697 -1.27661 3.19615  0.00
17 C -1.70948 -0.88124 3.56093  0.00
18 C -2.22741 -0.18796 2.47521  0.00
19 C -3.59659 0.43622 2.42139  0.00
20 C -4.52431 -0.22259 1.40045  0.00
21 C -3.55710 1.95939 2.29499  0.00
22 C 0.56274 -2.03703 4.01584  0.00
23 C 1.84850 -2.32770 3.25614  0.00
24 C 0.87549 -1.29455 5.31767  0.00
25 N -1.19128 -0.67989 -0.99796  0.00
26 N -0.06792 -1.46883 -0.99989  -0.01
27 C -0.13219 -2.26150 -2.08685  0.00
28 C -1.29014 -1.99353 -2.78435  0.00
29 C -1.93767 -0.97833 -2.07063  0.00
30 C -3.24539 -0.33023 -2.41867  0.00
31 C -4.37432 -1.35959 -2.32402  0.00
32 C -3.17039 0.28562 -3.81686  0.00
33 C 0.99753 -3.20720 -2.38968  0.00
34 C 0.64952 -4.15038 -3.53682  0.00
35 C 2.27380 -2.42559 -2.71294  0.00
36 H 4.95165 2.92973 1.12165  0.00
37 H 3.66649 4.08815 0.79998  0.00
38 H 3.40484 2.81052 1.98098  0.00
39 H 3.58412 1.09911 0.16094  0.00
40 H 3.80624 3.49373 -1.72662  0.00
41 H 5.08609 2.33921 -1.36671  0.00
42 H 3.63387 1.81795 -2.23615  0.00
43 H 1.31189 4.28677 -0.84686  0.00
44 H -2.38556 2.85674 -0.68766  0.00
45 H -0.71013 4.73621 -2.41921  0.00
46 H -1.40588 3.20807 -2.96335  0.00
47 H -2.45794 4.54487 -2.48783  0.00
48 H -0.89557 5.42000 0.06242  0.00
49 H -2.64363 5.23028 -0.02704  0.00
50 H -1.72411 4.36260 1.20718  0.00
51 H -2.39848 0.96610 -0.06499  0.00
52 H -2.21383 -1.06582 4.49401  0.00
53 H -4.00915 0.21309 3.40915  0.00
54 H -4.23570 0.01051 0.37664  0.00
55 H -4.53809 -1.30687 1.51468  0.00
56 H -5.54090 0.14215 1.54581  0.00
57 H -3.22294 2.27829 1.30828  0.00
58 H -4.55737 2.36326 2.44969  0.00
59 H -2.89751 2.40446 3.04051  0.00
60 H 0.10498 -2.99792 4.27084  0.00
61 H 2.37250 -1.39060 3.00667  0.00
62 H 2.55248 -2.88382 3.87488  0.00
63 H 1.68762 -2.95948 2.36905  0.00
64 H 1.33901 -0.32780 5.10766  0.00
65 H -0.02749 -1.10845 5.89515  0.00
66 H 1.55685 -1.87701 5.93721  0.00
67 H -1.63830 -2.46192 -3.68794  0.00
68 H -3.43591 0.46633 -1.70006  0.00
69 H -4.22719 -2.16148 -3.04926  0.00
70 H -4.43133 -1.80814 -1.33206  0.00
71 H -5.33237 -0.88784 -2.54094  0.00
72 H -3.00404 -0.48310 -4.57300  0.00
73 H -4.10757 0.78611 -4.05829  0.00
74 H -2.36405 1.01601 -3.89521  0.00
75 H 1.16685 -3.82344 -1.49338  0.00
76 H 0.49864 -3.58864 -4.46006  0.00
77 H 1.45702 -4.86026 -3.71072  0.00
78 H -0.25764 -4.71438 -3.32570  0.00
79 H 2.11963 -1.77372 -3.57352  0.00
80 H 2.61763 -1.76380 -1.89726  0.00
81 H 3.11207 -3.08948 -2.92520  0.00
82 S 6.44654 -2.37084 1.33088  0.00
83 C 5.60519 -3.62184 0.53630  0.00
84 C 4.33279 -3.23332 0.27899  0.00
85 N 4.01572 -1.96908 0.72786  -0.01
86 C 5.05755 -1.41815 1.31823  0.00
87 H 6.07829 -4.55734 0.28793  0.00
88 H 3.59176 -3.83188 -0.23222  0.00
89 H 5.04532 -0.42670 1.74940  0.00

Energy relative to the best compared isomer or geometry (same formula, charge and spin) = 0.000 eV
Total charge = +2
Spin multiplicity = 5
E_tot = -70394.5698 eV
Kohn-Sham gap (spin up / spin down) = 8.309 / 8.794 eV

3.
ORCA calculation (ωB97M-V/def2-TZVPD) on a molecular structure, C31H35BF2O2S2.

Last column: Löwdin charge in e.
Cartesian coordinates (Å):
1 C 5.77267 2.42612 2.26712  -0.12
2 C 4.44682 1.97362 2.73950  -0.60
3 C 4.16266 1.36627 3.95086  -0.13
4 C 2.82101 0.91973 4.04816  -0.11
5 C 2.07402 1.20608 2.91162  -0.57
6 B 0.26173 -1.35464 1.96696  -0.47
7 C 0.81128 0.65866 2.50252  -0.49
8 C -0.17759 1.20132 3.54083  -0.25
9 C -0.55029 2.57023 3.04112  -0.07
10 C -0.42484 2.76578 1.71750  -0.57
11 C -0.84058 3.96546 0.96739  -0.08
12 S 0.21048 1.34853 0.93604  1.02
13 O 0.85358 -1.53024 0.70685  0.09
14 C 1.94677 -2.46248 0.89176  -0.46
15 C 2.14713 -3.32468 -0.34702  -0.01
16 C 3.25127 -1.69946 1.08366  -0.01
17 C 1.53431 -3.21808 2.20985  -0.47
18 C 0.59055 -4.39478 1.93849  -0.01
19 C 2.66619 -3.73588 3.06769  -0.01
20 O 0.82708 -2.19907 2.94499  0.11
21 S 3.03324 2.05516 1.76501  1.07
22 H 6.45776 2.44212 3.12007  0.08
23 H 6.18594 1.74817 1.50678  0.08
24 H 5.70214 3.42707 1.82733  0.07
25 H 4.91017 1.27532 4.73319  0.11
26 H 2.35950 0.48738 4.92704  0.10
27 H 0.22294 1.22341 4.56140  0.14
28 H -0.97980 3.32497 3.68988  0.13
29 H -1.40374 4.65859 1.60765  0.09
30 H 0.04671 4.48716 0.58865  0.08
31 H -1.47035 3.70065 0.11087  0.08
32 H 2.96664 -4.03862 -0.17232  0.10
33 H 1.26060 -3.90348 -0.64468  0.09
34 H 2.45501 -2.70824 -1.20045  0.10
35 H 4.08329 -2.41868 1.12715  0.10
36 H 3.42286 -1.03033 0.23087  0.10
37 H 3.23868 -1.08018 1.99393  0.09
38 H 1.15225 -5.23860 1.51188  0.09
39 H 0.15105 -4.74714 2.88232  0.10
40 H -0.23117 -4.14370 1.25306  0.10
41 H 3.18049 -4.54560 2.52969  0.10
42 H 3.39683 -2.95924 3.31359  0.09
43 H 2.26973 -4.14166 4.00544  0.10
44 C -5.88770 2.89911 1.14225  -0.04
45 C -4.72670 2.10839 1.66281  -0.21
46 C -4.40865 2.19407 3.01736  -0.20
47 F -5.15818 3.03534 3.80476  0.05
48 C -3.34076 1.51337 3.58543  0.03
49 C -2.51515 0.73096 2.76845  -0.21
50 C -1.24404 0.13487 3.36770  -0.15
51 C -1.58460 -0.64905 4.64369  -0.14
52 C -2.90259 -1.07002 4.88376  0.05
53 C -3.25099 -1.64618 6.09977  -0.20
54 F -4.53649 -2.09403 6.27841  0.05
55 C -2.33890 -1.83941 7.13441  -0.21
56 C -2.67515 -2.43453 8.46558  -0.04
57 C -1.01581 -1.46752 6.85917  -0.02
58 C -0.62669 -0.97869 5.61232  -0.01
59 C -2.86520 0.56002 1.43314  -0.04
60 C -3.96373 1.22678 0.88612  -0.01
61 H -5.93022 2.82866 0.05494  0.08
62 H -6.84494 2.54015 1.54351  0.09
63 H -5.79500 3.95511 1.41834  0.09
64 H -3.16250 1.61300 4.65524  0.15
65 H -0.82342 -0.69187 2.56422  0.11
66 H -3.67346 -0.95164 4.12570  0.13
67 H -1.73122 -2.49285 9.02194  0.07
68 H -3.38343 -1.84300 9.05832  0.09
69 H -3.06758 -3.45009 8.37561  0.09
70 H -0.29178 -1.61489 7.65776  0.11
71 H 0.43811 -0.85857 5.40550  0.11
72 H -2.27807 -0.08870 0.77942  0.11
73 H -4.21015 1.12015 -0.16930  0.12

Energy relative to the best compared isomer or geometry (same formula, charge and spin) = 0.000 eV
Total charge = 0
Spin multiplicity = 1
E_tot = -64590.6854 eV
Kohn-Sham gap = 6.453 eV